No. 1
A molecular structure, C7H15N. Source: the Open Molecules 2025 dataset; level of theory: wB97M-V/def2-TZVPD.

```
! RIJCOSX wB97M-V def2-TZVPD def2/J DEFGRID3
* xyz 0 1
H -1.999 1.922 -1.467
H -1.150 -0.960 -1.964
H -1.184 3.163 -0.501
H 2.281 -0.023 -1.207
H 0.480 1.730 -1.549
C -1.324 2.083 -0.614
C -0.440 -0.095 2.022
C 0.543 0.056 0.897
C -0.983 -1.043 -0.889
H -1.880 -0.717 -0.367
N -0.051 1.405 -0.747
H -1.834 1.720 0.279
C 0.230 -0.218 -0.515
H 1.480 -1.499 -1.800
H 2.710 -1.219 0.907
C 1.560 -0.803 -0.965
H -1.270 -0.757 1.787
H 1.360 -2.388 0.583
H -0.846 0.870 2.325
C 1.762 -1.396 0.413
H 0.060 -0.525 2.891
H -0.828 -2.087 -0.620
H 1.325 0.780 1.102
*
```

Computed properties:
ΔE to the lowest compared entry with this formula, charge and spin in kcal/mol: 77.8
Highest occupied orbital energy in eV: -7.49
Gap between HOMO and LUMO in eV: 8.605



No. 2
A molecular structure, C3OPm. Source: the Open Molecules 2025 dataset; level of theory: wB97M-V/def2-TZVPD.

```
! RIJCOSX wB97M-V def2-TZVPD def2/J DEFGRID3
* xyz 2 6
C 1.185 -1.253 -0.227
C 0.652 0.347 0.363
C -0.543 0.240 -0.043
Pm -3.076 0.995 -0.693
O 1.782 -0.329 0.601
*
```

Computed properties:
⟨S²⟩: 8.75
Highest occupied orbital energy (alpha / beta) in eV: -17.64 / -18.94
Gap between HOMO and LUMO (alpha / beta) in eV: 7.958 / 9.429



No. 3
A molecular structure, C27H24IrN3OS. Source: the Open Molecules 2025 dataset; level of theory: wB97M-V/def2-TZVPD.

```
! RIJCOSX wB97M-V def2-TZVPD def2/J DEFGRID3
* xyz 2 1
C -2.986 -3.726 0.083
C -2.082 1.837 3.624
N -0.924 0.952 1.476
N 0.264 -2.783 1.486
C 4.770 -1.368 3.051
O 1.785 -0.520 -1.136
C 1.753 -3.067 -5.495
H -1.520 -4.725 1.318
C -2.480 -1.423 -0.463
H -0.511 4.160 -4.485
H -1.269 -0.034 -4.037
C 2.207 -1.644 2.037
C -1.423 1.358 2.425
C 1.267 1.854 -2.762
H -3.201 -0.024 3.872
C 4.148 -0.282 2.449
H -3.766 1.321 4.864
C 1.082 -2.493 -4.425
H -3.655 -4.573 0.022
H -1.891 2.172 -4.986
C 2.822 -2.728 2.665
H -1.383 1.719 4.454
C -1.805 -3.823 0.791
C 0.474 0.750 -3.049
H 4.829 -1.715 -5.008
C -1.282 -1.542 0.198
C 0.911 3.082 -3.301
H 0.036 -2.707 -4.239
C 2.866 -0.418 1.959
H 4.586 -3.418 3.645
H 4.667 0.663 2.374
C -0.940 -2.728 0.842
H -2.770 -0.487 -0.930
C 3.098 -2.784 -5.695
C -3.382 1.049 3.884
N 0.925 -1.743 1.468
C -0.666 0.845 -3.840
Ir 0.173 -0.195 0.264
C -1.008 2.078 -4.370
C 4.098 -2.580 3.166
H 5.776 -1.268 3.435
H 1.521 3.953 -3.099
H 2.287 -3.665 2.742
S 0.836 -0.835 -2.323
C 3.130 -1.347 -3.765
C 3.783 -1.930 -4.838
H 3.652 -0.686 -3.085
H 2.150 1.750 -2.145
H -4.135 1.297 3.138
C 1.782 -1.628 -3.597
C -0.225 3.194 -4.091
H 3.623 -3.250 -6.518
H -2.294 2.902 3.509
H 2.353 0.424 1.501
H 1.228 -3.737 -6.160
C -3.330 -2.529 -0.540
H -4.262 -2.445 -1.083
*
```

Computed properties:
ΔE to the lowest compared entry with this formula, charge and spin in kcal/mol: 1.8
Highest occupied orbital energy in eV: -14.37
Gap between HOMO and LUMO in eV: 6.506



No. 4
C14H21NO3 in the gas phase. Source: the Open Molecules 2025 dataset; level of theory: wB97M-V/def2-TZVPD.

```
! RIJCOSX wB97M-V def2-TZVPD def2/J DEFGRID3
* xyz 0 1
H -0.192 2.527 -1.511
H 1.891 -3.135 2.088
H -4.106 4.126 -0.679
H 4.358 -1.614 -0.102
C 1.220 -2.541 0.127
H -0.664 0.172 -2.054
C -4.805 0.847 -0.324
H 4.164 -3.248 0.591
H 5.609 -2.288 0.977
H 1.442 2.114 -0.976
C 0.368 0.509 -1.947
N 0.580 -1.432 -0.540
H 0.754 0.781 -2.930
H -0.209 2.417 0.925
C 1.227 -0.627 -1.409
H -5.627 0.149 -0.383
H 2.470 -0.573 2.656
C -0.084 1.474 0.379
C 0.416 1.749 -1.045
C 2.657 -1.156 1.750
H -6.001 2.553 -0.827
H -3.367 -0.657 0.198
H 0.646 0.866 0.920
C -3.953 3.073 -0.491
O -1.272 0.708 0.420
C 4.539 -2.236 0.781
H -1.876 3.339 -0.108
H 2.121 -2.768 -0.443
H 2.647 -0.478 0.884
C 1.560 -2.224 1.588
C -2.469 1.275 0.077
C -3.544 0.389 -0.003
H -0.332 -1.151 -0.208
O 3.952 -1.672 1.933
C -5.016 2.194 -0.573
O 2.380 -0.801 -1.749
H 0.651 -1.879 2.087
H 0.547 -3.405 0.091
C -2.682 2.625 -0.169
*
```

Computed properties:
ΔE to the lowest compared entry with this formula, charge and spin in kcal/mol: 37.6
Highest occupied orbital energy in eV: -8.89
Gap between HOMO and LUMO in eV: 9.630
SMILES: COCCCNC(=O)CCCOc1ccccc1



No. 5
3 unconnected molecules or ions with the total composition C5H15N2O. Source: the Open Molecules 2025 dataset; level of theory: wB97M-V/def2-TZVPD.

```
! RIJCOSX wB97M-V def2-TZVPD def2/J DEFGRID3
* xyz 1 1
H 0.547 2.084 0.918
H 0.461 -3.048 0.018
C 0.515 1.234 -2.087
H -0.676 -1.449 2.297
H 0.383 -0.207 0.709
N 0.857 -2.113 0.010
O -1.099 1.429 0.530
C -0.721 -0.618 -1.102
H -1.317 -1.384 -1.600
H -1.630 -2.430 1.122
H -1.758 2.111 0.316
H -1.280 0.322 -0.735
H -1.903 -0.668 1.309
H 0.853 -0.825 -2.598
H 1.690 -2.091 0.545
C -1.168 -1.466 1.323
H 0.896 1.693 -2.998
H 2.166 2.504 1.114
H 0.323 1.926 -1.277
H 1.196 2.259 2.417
C 0.303 -0.103 -1.998
N 1.412 1.957 1.473
C -0.052 -1.115 0.294
*
```

Computed properties:
ΔE to the lowest compared entry with this formula, charge and spin in kcal/mol: 193.9
Highest occupied orbital energy in eV: -13.11
Gap between HOMO and LUMO in eV: 4.338



No. 6
A molecular structure, C24H30BF3O2S2. Source: the Open Molecules 2025 dataset; level of theory: wB97M-V/def2-TZVPD.

```
! RIJCOSX wB97M-V def2-TZVPD def2/J DEFGRID3
* xyz 0 1
H 0.850 -3.671 -0.654
H -2.087 -0.137 -5.847
H -3.791 3.193 -5.080
F 0.896 1.860 6.846
H -3.981 1.418 -4.874
H 2.266 -4.655 -0.185
C 2.220 -2.488 1.447
C -0.263 -0.982 -2.202
C 1.759 -4.679 2.523
C 1.498 1.325 -1.461
C -3.255 2.238 -4.979
C -0.137 1.711 4.707
H 0.621 -5.270 0.111
H -1.427 2.433 -0.217
C -0.387 2.449 -0.517
H -2.475 0.122 -3.439
C -1.665 0.824 -3.211
C -1.268 1.039 4.261
C -0.924 0.409 -1.952
H -0.919 -4.057 1.424
H -0.344 -3.346 2.956
C 1.100 1.029 2.779
H 0.704 -1.110 -1.686
H 0.044 4.293 0.492
F -1.274 2.137 6.772
H -1.677 2.879 -6.279
H -0.735 0.651 -6.728
H 2.653 -2.319 2.448
C 1.249 -3.712 1.466
H 1.862 2.390 4.267
H -0.107 -1.141 -3.282
H -2.928 1.870 -7.075
C 0.060 0.149 2.443
C 0.466 3.473 -0.069
H -0.901 -1.761 -1.774
C 0.104 1.427 -1.345
H 1.957 0.425 -1.896
F 0.056 3.701 5.995
O -0.626 -2.041 1.382
B 0.343 -1.073 1.554
H -2.191 1.069 4.829
C 1.246 -4.370 0.094
H -2.059 -0.220 2.713
C -0.216 -3.334 1.859
C -0.123 2.346 6.071
H 2.439 4.335 -0.179
C -2.331 2.008 -6.170
S -0.418 0.990 -4.510
C 1.806 3.492 -0.420
H 3.040 -2.678 0.745
H 3.397 2.288 -1.216
H -1.695 0.264 -1.170
C 2.330 2.354 -1.019
O 1.607 -1.264 1.028
H 1.121 -5.570 2.575
H 1.740 -4.178 3.502
H 2.791 -4.984 2.307
C -1.474 0.768 -5.925
S -2.369 2.499 -3.415
H 1.974 1.105 2.144
C -1.176 0.286 3.093
C 1.025 1.786 3.943
*
```

Computed properties:
ΔE to the lowest compared entry with this formula, charge and spin in kcal/mol: 0.0
Highest occupied orbital energy in eV: -7.33
Gap between HOMO and LUMO in eV: 7.490